one | Computed, not measured: a structure of composition C3H6ClN, with the ωB97M-V functional and the def2-TZVPD basis.

Values from the calculation:
LUMO level: 0.753 eV
HOMO: -0.336 Ha
Kohn-Sham gap: 9.9 eV
Multiplicity: 1

Atoms and positions in Å:
C: 1.3010 -0.1112 -0.9121
C: -0.1325 -0.2578 0.5397
C: -1.1258 0.6710 -0.0912
N: -0.4602 -0.7807 1.7053
Cl: 0.4058 -2.0098 2.3660
H: 2.1151 0.3290 -0.1856
H: 0.7182 0.4417 -1.5483
H: 1.3521 -1.0835 -1.2525
H: -2.1369 0.5313 0.2875
H: -1.1635 0.6306 -1.0992
H: -0.8733 1.6395 0.1903

two | Computed, not measured: the molecule C3H6ClN, with the ωB97M-V functional and the def2-TZVPD basis.

Values from the calculation:
LUMO level: 1.020 eV
HOMO: -0.387 Ha
SMILES string: ClC[C@@H]1CN1
Kohn-Sham gap: 11.6 eV
Multiplicity: 1

Atoms and positions in Å:
Cl: -1.7704 -0.2266 -0.0794
C: -0.3526 0.9054 0.2845
C: 0.7468 0.1412 -0.4332
C: 1.3840 -0.9024 0.3291
N: 2.0866 0.4923 -0.0091
H: -0.4686 2.0174 0.0881
H: -0.3242 0.8219 1.4652
H: 0.4271 -0.1467 -1.4923
H: 1.5463 -1.7991 -0.3976
H: 0.9304 -1.3999 1.3959
H: 2.7117 0.0461 -0.7290

Which is the most stable structure? two is the most stable.

one | Computed, not measured: a cluster of 2 separate species, C4H12S in total, with the ωB97M-V functional and the def2-TZVPD basis.

Values from the calculation:
LUMO level: 0.874 eV
HOMO: -0.312 Ha
SMILES string: CSC.CC
Kohn-Sham gap: 9.4 eV
Multiplicity: 1

Atoms and positions in Å:
C: 0.7153 0.1803 -0.9339
S: 1.9103 1.5097 -1.2386
C: 0.7745 2.9257 -0.7170
H: 0.0381 0.0884 -1.7977
H: 1.0703 -0.8618 -0.8879
H: 0.1488 0.3297 -0.0122
H: -0.1551 2.4639 -0.4300
H: 0.5698 3.5713 -1.5706
H: 1.4153 3.3055 0.0601
C: -2.5752 -2.8453 1.1810
C: -2.1854 -3.0241 2.6477
H: -3.1725 -3.6809 0.7823
H: -3.3532 -2.0939 0.9604
H: -1.8212 -2.4932 0.4690
H: -1.3834 -3.7109 2.8655
H: -3.1164 -3.1785 3.1941
H: -1.8804 -2.0492 3.0507

two | Computed, not measured: a cluster of 2 separate species, C4H12S in total, with the ωB97M-V functional and the def2-TZVPD basis.

Values from the calculation:
LUMO level: 1.082 eV
HOMO: -0.314 Ha
SMILES string: CSC.CC
Kohn-Sham gap: 9.6 eV
Multiplicity: 1

Atoms and positions in Å:
C: 0.4758 -1.2004 0.8085
S: -1.3536 -1.0849 0.9539
C: -1.6839 -2.7588 1.6459
H: 0.8670 -2.0527 1.3655
H: 0.8540 -1.3626 -0.1975
H: 0.8012 -0.2717 1.2478
H: -1.7149 -2.7464 2.7231
H: -1.0631 -3.4692 1.1158
H: -2.7080 -2.9777 1.3186
C: 0.6196 1.5275 -1.6546
C: 0.7875 2.9611 -1.1268
H: 0.0042 1.5427 -2.5504
H: 1.5619 1.0074 -1.8022
H: 0.0523 0.9597 -0.9094
H: -0.1797 3.4403 -1.2614
H: 1.0574 3.0174 -0.0709
H: 1.6223 3.4685 -1.6058

three | Computed, not measured: a cluster of 2 separate species, C4H12S in total, with the ωB97M-V functional and the def2-TZVPD basis.

Values from the calculation:
LUMO level: 0.926 eV
HOMO: -0.328 Ha
SMILES string: CCS.CC
Kohn-Sham gap: 9.8 eV
Multiplicity: 1

Atoms and positions in Å:
C: -1.2019 0.8120 0.9647
C: -1.7705 0.3694 2.3108
S: -1.4160 -1.4475 2.6564
H: -1.5723 0.1814 0.1576
H: -0.1105 0.8800 1.0844
H: -1.6181 1.7720 0.6116
H: -1.4292 0.8885 3.2075
H: -2.8739 0.2404 2.2437
H: -0.9105 -1.6671 1.4447
C: 1.1873 0.0669 -1.3035
C: 1.8988 -0.6263 -2.4463
H: 1.0356 -0.6240 -0.4746
H: 1.7035 0.9773 -0.9705
H: 0.3387 0.7030 -1.6097
H: 2.2236 -0.0839 -3.3238
H: 1.6258 -1.7052 -2.5718
H: 2.8896 -0.7369 -1.9813

Which is the most stable structure? two is the most stable.

one | Computed, not measured: a cluster of 3 separate species, CH8O2S in total, with the ωB97M-V functional and the def2-TZVPD basis.

Values from the calculation:
LUMO level: 0.488 eV
HOMO: -0.336 Ha
SMILES string: CS.O.O
Kohn-Sham gap: 9.6 eV
Multiplicity: 1

Atoms and positions in Å:
C: -1.4831 1.6312 -0.2754
S: -0.0484 1.2454 -1.4621
H: -1.2857 2.6161 0.0811
H: -2.4512 1.5397 -0.8928
H: -1.4285 1.0164 0.6561
H: 0.7720 0.6899 -0.3567
O: -0.6392 -1.4005 0.4176
H: -1.3940 -2.0640 0.3284
H: -0.2809 -1.4111 -0.4160
O: 2.8915 -1.0493 0.9280
H: 3.3702 -1.5477 0.4049
H: 1.9772 -1.2662 0.5868

two | Computed, not measured: a cluster of 3 separate species, CH8O2S in total, with the ωB97M-V functional and the def2-TZVPD basis.

Values from the calculation:
LUMO level: 0.621 eV
HOMO: -0.339 Ha
SMILES string: CS.O.O
Kohn-Sham gap: 9.9 eV
Multiplicity: 1

Atoms and positions in Å:
C: 0.0628 -0.4080 -1.5950
S: -1.6268 -0.8091 -1.2408
H: 0.0614 -0.3099 -2.6813
H: 0.6594 -1.1255 -0.9412
H: 0.1031 0.6109 -1.1534
H: -1.4961 -2.0877 -0.9077
O: -0.7935 0.3418 2.1556
H: -1.2336 -0.4072 1.7102
H: -1.1516 1.1418 1.8115
O: 1.8075 1.3968 0.7521
H: 1.0404 0.8402 1.0961
H: 2.5670 0.8159 0.9940

Which is the most stable structure? two is the most stable.

one | Computed, not measured: a cluster of 2 separate species, CH2N2O in total, with the ωB97M-V functional and the def2-TZVPD basis.

Values from the calculation:
LUMO level (alpha / beta): -0.584 / -0.634 eV
HOMO (alpha / beta): -0.370 / -0.371 Ha
Kohn-Sham gap (alpha / beta): 9.5 / 9.5 eV
Multiplicity: 1

Atoms and positions in Å:
C: -0.5379 -0.0838 0.2157
N: 0.5306 0.5049 0.6306
N: 0.5444 -0.9153 0.1032
O: -2.5282 0.0493 -0.5100
H: 1.0841 1.3281 0.4474
H: 0.9071 -0.8832 -0.8869

two | Computed, not measured: the molecule CH2N2O, with the ωB97M-V functional and the def2-TZVPD basis.

Values from the calculation:
LUMO level: 0.733 eV
HOMO: -0.389 Ha
SMILES string: [O-][N+]1=NC1
Kohn-Sham gap: 11.3 eV
Multiplicity: 1

Atoms and positions in Å:
O: -0.9749 0.2771 -1.6146
N: -0.2579 -0.1945 -0.7796
N: 0.5886 -1.0338 -0.4232
C: 0.1776 0.0707 0.5381
H: -0.3784 -0.1726 1.3949
H: 0.8450 1.0530 0.8844

Which is the most stable structure? two is the most stable.

one | Computed, not measured: a cluster of 2 separate species, C23H28N3O in total, with the ωB97M-V functional and the def2-TZVPD basis.

Values from the calculation:
LUMO level: -4.634 eV
HOMO: -0.393 Ha
Kohn-Sham gap: 6.1 eV
Net charge: +1
Multiplicity: 1

Atoms and positions in Å:
C: 6.2249 1.5788 -1.6852
C: 5.0793 0.8702 -0.9573
N: 3.8175 1.6418 -1.0945
C: 2.6235 1.0644 -0.7632
C: 1.4021 1.6929 -0.8651
C: 0.2281 1.2048 -0.3257
C: -1.0190 1.8931 -0.3730
C: -2.0574 1.5436 0.5124
C: -3.2186 2.2753 0.5586
C: -3.4070 3.3415 -0.3049
C: -2.4287 3.6648 -1.2309
C: -1.2475 2.9625 -1.2621
C: 4.0252 3.1059 -1.2824
C: 5.3276 3.5359 -0.5993
O: 6.4817 2.8920 -1.1624
H: 7.1618 1.0123 -1.6167
H: 5.9887 1.6995 -2.7485
H: 4.9303 -0.1443 -1.3417
H: 5.3081 0.7796 0.1087
H: 2.6570 0.0761 -0.3430
H: 1.3807 2.6547 -1.3382
H: 0.2746 0.3045 0.2576
H: -1.9443 0.6721 1.1344
H: -3.9863 2.0172 1.2699
H: -4.3204 3.9129 -0.2663
H: -2.5947 4.4609 -1.9404
H: -0.5035 3.2106 -1.9994
H: 4.0708 3.3116 -2.3558
H: 3.1778 3.6664 -0.8750
H: 5.4899 4.6192 -0.6685
H: 5.2997 3.2722 0.4647
C: -3.5395 -3.0857 -2.6659
C: -2.9197 -4.1564 -2.0502
C: -2.4460 -4.0391 -0.7590
C: -2.5844 -2.8451 -0.0468
C: -2.1625 -2.6953 1.3590
N: -1.9232 -1.5027 1.8113
C: -1.7143 -1.4046 3.1903
C: -0.8050 -2.4953 3.7624
C: -1.4319 -3.8532 3.4709
N: -2.1087 -3.8344 2.1734
C: -3.2003 -1.7749 -0.6959
C: -3.6749 -1.8923 -1.9845
H: -3.9290 -3.1826 -3.6681
H: -2.8200 -5.0899 -2.5823
H: -1.9575 -4.8832 -0.3067
H: -1.3176 -0.4028 3.4091
H: -2.6980 -1.4657 3.6775
H: 0.1884 -2.4326 3.3008
H: -0.6522 -2.3499 4.8417
H: -0.6771 -4.6498 3.4834
H: -2.1702 -4.0975 4.2447
H: -2.1919 -4.7578 1.7499
H: -3.3181 -0.8468 -0.1667
H: -4.1685 -1.0551 -2.4547

two | Computed, not measured: the ion C23H28N3O with charge +1, with the ωB97M-V functional and the def2-TZVPD basis.

Values from the calculation:
LUMO level: -2.571 eV
HOMO: -0.371 Ha
SMILES string: COc1ccc([C@@H](CC2=[N+](C)CCN2C)c2cn(C)c3ccccc23)cc1
Kohn-Sham gap: 7.5 eV
Net charge: +1
Multiplicity: 1

Atoms and positions in Å:
C: 3.1094 -0.5498 8.8332
O: 1.7792 -0.2484 8.3655
C: 1.2257 -0.9324 7.3305
C: 1.8854 -1.9657 6.6382
C: 1.2099 -2.6231 5.6148
C: -0.0424 -2.1964 5.1888
C: -0.7356 -2.8146 3.9749
C: -0.0886 -2.2108 2.7330
C: 0.0284 -0.6625 2.4763
N: 1.1873 0.0067 2.2878
C: 2.5198 -0.5369 2.3421
C: 0.9918 1.3998 1.8827
C: -0.5060 1.4952 1.6956
N: -0.9711 0.1677 2.1138
C: -2.3378 -0.1926 1.8628
C: -0.7128 -4.3662 4.0592
C: -0.1138 -5.2239 4.9983
N: -0.4391 -6.5491 4.7404
C: 0.0547 -7.7401 5.4245
C: -1.3342 -6.5916 3.6826
C: -1.9318 -7.6963 3.0851
C: -2.8733 -7.4247 2.0671
C: -3.1995 -6.0978 1.7224
C: -2.5672 -4.9949 2.3362
C: -1.5786 -5.2375 3.2812
C: -0.6901 -1.1815 5.8758
C: -0.0654 -0.5362 6.9198
H: 3.2384 0.1337 9.6775
H: 3.1916 -1.5912 9.1634
H: 3.8387 -0.3523 8.0395
H: 2.8981 -2.2855 6.9021
H: 1.6833 -3.4944 5.1584
H: -1.8100 -2.5537 3.9778
H: 0.9785 -2.4999 2.7909
H: -0.5398 -2.6307 1.8198
H: 2.5468 -1.5777 1.9996
H: 3.1858 0.0545 1.6966
H: 2.9307 -0.4824 3.3573
H: 1.5450 1.6561 0.9627
H: 1.3301 2.1031 2.6640
H: -0.7540 1.7373 0.6450
H: -0.9322 2.2979 2.3252
H: -2.5618 -1.1173 2.4050
H: -2.9967 0.6092 2.2252
H: -2.5353 -0.3595 0.7848
H: 0.5283 -5.0297 5.8411
H: -0.3043 -8.6443 4.9104
H: 1.1539 -7.7885 5.4374
H: -0.2742 -7.7849 6.4734
H: -1.6642 -8.7166 3.3808
H: -3.3581 -8.2575 1.5500
H: -3.9489 -5.9213 0.9380
H: -2.8349 -3.9629 2.0966
H: -1.6825 -0.8603 5.5649
H: -0.5317 0.2730 7.4587

Which is the most stable structure? two is the most stable.

one | Computed, not measured: the molecule C4H7P3, with the ωB97M-V functional and the def2-TZVPD basis.

Values from the calculation:
LUMO level: -0.668 eV
HOMO: -0.317 Ha
SMILES string: C=P/C=P/CP=C
Kohn-Sham gap: 8.0 eV
Multiplicity: 1

Atoms and positions in Å:
C: 1.8952 -1.8188 -2.3142
P: 0.3407 -2.2604 -1.9397
C: -0.0376 -0.6605 -1.1080
P: 0.9985 0.2315 -0.0450
C: -0.2571 1.5127 0.4036
P: -1.7046 0.4307 0.9830
C: -1.5614 0.5152 2.6341
H: 2.7452 -2.5206 -2.4982
H: 2.2865 -0.7847 -2.2839
H: -1.1643 -0.2222 -1.1929
H: 0.1155 2.2419 1.3262
H: -0.5819 2.0893 -0.3744
H: -2.2372 0.0228 3.2430
H: -0.8375 1.2232 3.1666

two | Computed, not measured: a structure of composition C4H7P3, with the ωB97M-V functional and the def2-TZVPD basis.

Values from the calculation:
LUMO level: 0.138 eV
HOMO: -0.326 Ha
Kohn-Sham gap: 9.0 eV
Multiplicity: 1

Atoms and positions in Å:
C: -0.2601 -0.9823 0.0462
C: -0.2609 0.9775 0.0431
C: 1.0710 -1.6082 0.0958
C: 1.0652 1.6053 0.1633
P: -1.7508 -1.7067 -0.0850
P: -1.7474 1.7037 -0.1182
P: -3.0764 0.0045 0.1089
H: 1.0265 -2.6087 -0.3344
H: 1.4207 -1.6885 1.1280
H: 1.8059 -1.0247 -0.4561
H: 1.3642 1.6363 1.2144
H: 1.0295 2.6306 -0.2057
H: 1.8348 1.0669 -0.3895
H: -3.5222 -0.0057 -1.2108

Which is the most stable structure? two is the most stable.